i.
Molecular formula: C5H17N2O
Method: DFT, ωB97M-V/def2-TZVPD

```
! RIJCOSX wB97M-V def2-TZVPD def2/J DEFGRID3
* xyz 1 1
C 0.13 0.23 1.61
N 0.95 0.12 0.37
C 1.79 -1.07 0.24
C 3.13 -0.65 -0.40
C -1.05 1.15 1.24
N -1.59 0.67 -0.08
C -2.73 1.47 -0.61
H -0.25 -0.73 1.96
H 0.77 0.68 2.34
H 1.58 0.89 0.38
H 2.08 -1.65 1.11
H 1.38 -1.67 -0.54
H 2.99 0.08 -1.20
H 3.65 -1.50 -0.86
H 3.81 -0.29 0.37
H -0.65 2.14 1.06
H -1.86 1.09 1.96
H -1.88 -0.30 0.01
H -0.79 0.69 -0.71
H -3.42 0.84 -1.16
H -2.36 2.23 -1.31
H -3.23 1.98 0.20
H -1.58 -2.29 -2.13
H -0.08 -2.37 -1.80
O -0.78 -1.75 -2.04
*
```

Values from the calculation:
LUMO energy (Ha): -0.1047
HOMO level (eV): -13.28

From a Löwdin analysis of the wavefunction, the atomic charges in e read: C -0.161; N -0.082; C -0.257; C -0.082; C -0.100; N -0.012; C 0.010; H 0.128; H 0.122; H 0.095; H 0.121; H 0.067; H 0.078; H 0.077; H 0.079; H 0.137; H 0.134; H 0.162; H 0.139; H 0.105; H 0.106; H 0.101; H 0.055; H 0.032; O -0.054



ii.
Molecular formula: C5H17N2O
Method: DFT, ωB97M-V/def2-TZVPD

```
! RIJCOSX wB97M-V def2-TZVPD def2/J DEFGRID3
* xyz 1 1
C 1.06 -0.66 0.83
N 0.97 0.10 -0.40
C 1.42 -0.68 -1.59
C 1.65 0.22 -2.79
C 0.38 0.18 1.89
N -1.07 0.22 1.48
C -1.91 1.10 2.31
H 0.48 -1.57 0.66
H 2.05 -1.03 1.12
H 1.57 0.92 -0.36
H 2.37 -1.14 -1.32
H 0.65 -1.43 -1.78
H 0.81 0.89 -2.99
H 1.71 -0.43 -3.66
H 2.61 0.71 -2.74
H 0.73 1.21 1.83
H 0.43 -0.22 2.89
H -1.43 -0.73 1.46
H -1.05 0.55 0.50
H -2.92 1.19 1.93
H -1.45 2.07 2.38
H -2.00 0.70 3.33
H -2.79 -1.17 -1.19
H -2.27 -0.33 -2.33
O -2.01 -0.68 -1.47
*
```

Values from the calculation:
LUMO energy (Ha): -0.1074
HOMO level (eV): -12.95

From a Löwdin analysis of the wavefunction, the atomic charges in e read: C -0.224; N -0.095; C -0.263; C -0.083; C -0.103; N -0.013; C -0.001; H 0.125; H 0.133; H 0.118; H 0.113; H 0.104; H 0.077; H 0.078; H 0.076; H 0.136; H 0.137; H 0.172; H 0.141; H 0.105; H 0.104; H 0.109; H 0.050; H 0.059; O -0.055



It is ii that is most stable; the runner-up trails by 0.396 eV.



i.
Molecular formula: C5H17N2O
Method: DFT, ωB97M-V/def2-TZVPD

```
! RIJCOSX wB97M-V def2-TZVPD def2/J DEFGRID3
* xyz 1 1
N 1.76 -1.02 -2.06
C 0.56 -1.66 -1.66
C -0.54 -0.71 -1.20
N 0.13 0.24 -0.17
C 0.92 1.06 2.04
C 0.44 -0.23 1.34
C -0.92 -0.46 2.02
H 1.81 -0.85 -3.04
H 1.07 0.47 -0.72
H 2.53 -1.37 -1.62
H 0.48 -2.46 -0.79
H 0.17 -2.30 -2.48
H -1.57 -1.23 -0.75
H -1.04 -0.04 -2.01
H -0.32 1.19 0.07
H 0.62 1.14 3.13
H 0.49 2.07 1.78
H 1.93 1.15 2.03
H 0.93 -1.27 1.58
H -1.52 0.37 2.21
H -1.47 -1.21 1.46
H -0.67 -0.67 3.03
H -2.35 2.99 -0.25
H -2.45 1.52 -0.20
O -1.82 2.24 -0.39
*
```

Values from the calculation:
LUMO energy (Ha): -0.0953
HOMO level (eV): -13.77

From a Löwdin analysis of the wavefunction, the atomic charges in e read: N 0.040; C -0.298; C -0.154; N 0.024; C -0.062; C -0.278; C -0.085; H 0.098; H 0.188; H 0.060; H 0.156; H 0.124; H 0.172; H 0.145; H 0.114; H 0.114; H 0.112; H 0.038; H 0.189; H 0.066; H 0.070; H 0.083; H 0.037; H 0.070; O -0.022



ii.
Molecular formula: C5H17N2O
Method: DFT, ωB97M-V/def2-TZVPD

```
! RIJCOSX wB97M-V def2-TZVPD def2/J DEFGRID3
* xyz 1 1
C -0.97 -0.59 -1.86
C -0.17 -0.26 -0.57
C 1.37 -0.68 -0.26
C 2.25 0.48 0.00
C 2.09 1.34 1.20
N 0.74 2.13 0.81
N -1.12 -0.58 0.56
H -1.69 -1.44 -1.73
H -1.50 0.37 -1.90
H -0.33 -0.71 -2.77
H -0.05 0.82 -0.79
H 1.60 -1.48 0.56
H 1.81 -1.15 -1.30
H 3.26 0.15 -0.16
H 2.01 1.15 -0.96
H 2.93 2.02 1.59
H 1.81 0.69 1.99
H 0.98 3.01 0.45
H 0.44 2.55 1.74
H -0.55 -1.14 1.15
H -1.48 0.32 1.00
H -1.96 -1.24 0.35
H -4.09 -1.94 1.11
H -3.67 -2.29 -0.50
O -3.70 -1.53 0.30
*
```

Values from the calculation:
LUMO energy (Ha): -0.1145
HOMO level (eV): -13.54

From a Löwdin analysis of the wavefunction, the atomic charges in e read: C -0.035; C -0.338; C -0.165; C -0.306; C -0.177; N -0.015; N 0.185; H 0.069; H 0.092; H 0.106; H 0.101; H 0.142; H 0.168; H 0.106; H 0.155; H 0.143; H 0.082; H 0.035; H 0.087; H 0.126; H 0.195; H 0.115; H 0.077; H 0.182; O -0.130



iii.
Molecular formula: C5H17N2O
Method: DFT, ωB97M-V/def2-TZVPD

```
! RIJCOSX wB97M-V def2-TZVPD def2/J DEFGRID3
* xyz 1 1
C 0.45 -1.68 1.35
C -0.33 -0.58 0.69
C 0.51 0.66 0.36
C 0.22 1.19 -1.03
C 1.90 2.06 -2.58
N 1.03 2.33 -1.43
N -1.51 -0.17 1.59
H 1.22 -2.03 0.66
H -0.05 -2.66 1.31
H 0.84 -1.56 2.36
H -0.79 -0.94 -0.23
H 1.58 0.48 0.40
H 0.36 1.45 1.11
H 0.29 0.40 -1.78
H -0.84 1.51 -1.09
H 2.19 1.01 -2.73
H 1.36 2.28 -3.50
H 2.79 2.67 -2.46
H 1.57 2.66 -0.64
H -1.33 0.76 1.96
H -1.70 -0.93 2.24
H -2.34 0.05 1.03
H -1.98 -3.14 1.42
H -3.13 -3.12 0.33
O -2.32 -2.70 0.64
*
```

Values from the calculation:
LUMO energy (Ha): -0.1218
HOMO level (eV): -11.80

From a Löwdin analysis of the wavefunction, the atomic charges in e read: C -0.046; C -0.324; C -0.155; C -0.260; C -0.117; N -0.113; N 0.226; H 0.110; H 0.068; H 0.104; H 0.133; H 0.132; H 0.123; H 0.118; H 0.117; H 0.074; H 0.078; H 0.083; H 0.093; H 0.159; H 0.146; H 0.169; H 0.044; H 0.072; O -0.034



It is iii that is most stable; the runner-up trails by 1.099 eV.